# 1
Here is a structure of composition C32H33BCoN10O2S at a distorted geometry from the OMol25 dataset. Energies are from ωB97M-V/def2-TZVPD.

Element x y z (Å)
Co -0.43942 0.41444 0.73634
C -2.67029 -2.69983 1.75836
C -1.61724 -2.73997 0.66605
C -1.34068 -3.83759 -0.14504
C -0.33973 -3.41194 -0.97150
N -0.08782 -2.11475 -0.78603
N -0.94028 -1.65179 0.20579
B 1.20161 -1.28010 -1.34974
N 0.81871 0.01669 -1.94716
C 0.91622 0.47854 -3.27015
C 0.28406 1.66050 -3.31341
C -0.19029 1.92057 -1.98964
C -1.01184 3.04621 -1.41384
N 0.08102 0.86715 -1.23686
N 2.03970 -1.20534 0.02798
C 2.95624 -2.00819 0.50668
C 3.08055 -1.80493 1.85936
C 2.01240 -0.99476 2.20286
C 1.60522 -0.56172 3.53533
N 1.37808 -0.57612 1.11618
N 1.89593 -2.10695 -2.44766
C 1.44621 -2.61080 -3.65603
C 2.44930 -2.50425 -4.58792
C 3.52125 -1.90278 -3.93815
C 4.90041 -1.52958 -4.41898
N 3.25168 -1.69067 -2.63742
H -2.86455 -1.70971 2.16148
H -2.51880 -3.44688 2.59044
H -3.66843 -3.09027 1.48577
H -1.72335 -4.86358 -0.08930
H 0.16939 -4.10971 -1.62484
H 1.43894 -0.07902 -4.01080
H 0.19496 2.35709 -4.10587
H -0.87699 3.94532 -2.05875
H -0.60134 3.30943 -0.42698
H -2.01380 2.81411 -1.30709
H 3.56322 -2.63872 -0.10801
H 3.82439 -2.33869 2.49120
H 2.39054 0.11790 3.97914
H 1.68315 -1.40348 4.19824
H 0.62864 0.03047 3.58613
H 0.36935 -2.78527 -3.80631
H 2.21525 -2.70722 -5.61281
H 4.96587 -0.42898 -4.41309
H 5.14115 -1.99676 -5.39934
H 5.57262 -1.87312 -3.69425
O -4.37460 -6.02296 0.40430
S 1.15543 2.90932 2.57049
O 0.78116 4.29565 2.89506
N -0.15053 1.96190 1.97856
C -1.49108 2.39774 2.55716
C -1.70322 3.27261 3.63455
C -3.03973 3.59094 3.96947
C -4.15306 3.14769 3.35637
C -3.88414 2.22013 2.23291
C -5.01600 1.76685 1.38789
C -4.78082 1.05865 0.22785
C -3.46898 0.57354 0.03486
N -2.38381 1.01894 0.65839
C -2.65963 1.79924 1.70855
C 2.14999 2.89305 0.96668
C 1.74148 3.81350 0.05240
C 2.44629 3.89129 -1.13880
C 3.36048 2.93049 -1.42301
C 3.56082 1.88784 -0.52026
C 2.97426 1.84993 0.71012
H -0.75589 3.52246 4.19970
H -2.82586 4.28256 4.70975
H -5.39675 2.95629 3.35284
H -6.06839 1.99544 1.55612
H -5.79793 0.93796 -0.09012
H -3.03834 -0.17198 -0.65027
H 1.04005 4.59822 0.26764
H 2.23181 4.70118 -1.80066
H 3.97277 2.88416 -2.34310
H 4.23347 1.08932 -0.80739
H 3.12598 1.05563 1.40294
C -4.82051 -6.38793 1.45813
H -4.45146 -7.22127 2.09694
H -5.60451 -5.77332 2.04357

Calculated values
* LUMO level (alpha / beta): 0.53 / -2.12 eV
* 2S+1: 6
* energy relative to the best compared isomer or geometry (same formula, charge and spin): 3.652 eV
* ⟨S²⟩: 8.806
* highest occupied orbital energy (alpha / beta): -4.73 / -8.43 eV

Calculated atomic charges, method Mulliken, unit e: number 1, Co, carries -0.108; number 2, C, carries -1.261; number 3, C, carries 0.303; number 4, C, carries -1.377; number 5, C, carries 0.056; number 6, N, carries 0.753; number 7, N, carries -0.307; number 8, B, carries 0.455; number 9, N, carries 0.699; number 10, C, carries -0.261; number 11, C, carries -1.678; number 12, C, carries 0.544; number 13, C, carries -1.252; number 14, N, carries 0.564; number 15, N, carries 1.197; number 16, C, carries -0.225; number 17, C, carries -1.473; number 18, C, carries 0.293; number 19, C, carries -1.460; number 20, N, carries 0.188; number 21, N, carries 0.181; number 22, C, carries -0.182; number 23, C, carries -1.099; number 24, C, carries 0.670; number 25, C, carries -1.265; number 26, N, carries -0.792; number 27, H, carries 0.166; number 28, H, carries 0.337; number 29, H, carries 0.299; number 30, H, carries 0.390; number 31, H, carries 0.482; number 32, H, carries 0.512; number 33, H, carries 0.538; number 34, H, carries 0.326; number 35, H, carries 0.053; number 36, H, carries 0.301; number 37, H, carries 0.549; number 38, H, carries 0.396; number 39, H, carries 0.278; number 40, H, carries 0.481; number 41, H, carries 0.042; number 42, H, carries 0.424; number 43, H, carries 0.367; number 44, H, carries 0.240; number 45, H, carries 0.342; number 46, H, carries 0.366; number 47, O, carries -0.368; number 48, S, carries 0.192; number 49, O, carries -0.610; number 50, N, carries 0.019; number 51, C, carries 0.318; number 52, C, carries -0.398; number 53, C, carries -0.905; number 54, C, carries -0.517; number 55, C, carries 1.218; number 56, C, carries -0.917; number 57, C, carries -1.239; number 58, C, carries -0.663; number 59, N, carries 1.165; number 60, C, carries 0.206; number 61, C, carries 0.245; number 62, C, carries -0.704; number 63, C, carries -0.538; number 64, C, carries -0.652; number 65, C, carries -0.351; number 66, C, carries -0.335; number 67, H, carries 0.386; number 68, H, carries 0.432; number 69, H, carries 0.174; number 70, H, carries 0.208; number 71, H, carries 0.285; number 72, H, carries 0.361; number 73, H, carries 0.661; number 74, H, carries 0.456; number 75, H, carries 0.339; number 76, H, carries 0.288; number 77, H, carries 0.826; number 78, C, carries -0.066; number 79, H, carries 0.236; number 80, H, carries 0.200

***

# 2
Here is the molecule C8H7N3O2 at a distorted geometry from the OMol25 dataset. Energies are from ωB97M-V/def2-TZVPD.

Element x y z (Å)
C 1.96137 -1.08562 0.84064
C -2.76588 0.44477 0.67500
C -1.80198 1.24957 1.17032
C -2.43050 -0.63321 -0.21021
C -0.43676 0.97770 0.91767
C -1.10759 -0.89373 -0.49815
C -0.18167 -0.10082 0.14400
C 1.45028 -0.33283 -0.28001
N 2.39349 -1.64481 1.73933
N 1.55535 -1.07115 -1.50017
N 2.20292 0.95987 -0.41471
O 2.45069 1.60813 0.56501
O 2.46000 1.26657 -1.55636
H -3.83270 0.80840 0.93872
H -2.20353 2.04800 1.77674
H -3.24365 -1.21841 -0.84311
H 0.13900 1.73675 1.36692
H -0.64895 -1.66712 -1.13719
H 2.11288 -1.91795 -1.42785
H 1.92723 -0.53410 -2.26659

Calculated values
* LUMO level (alpha / beta): 0.73 / -3.99 eV
* 2S+1: 3
* ⟨S²⟩: 2.008
* highest occupied orbital energy (alpha / beta): -8.22 / -9.78 eV

Calculated atomic charges, method Mulliken, unit e: number 1, C, carries -0.082; number 2, C, carries -0.334; number 3, C, carries -0.475; number 4, C, carries -0.402; number 5, C, carries -0.440; number 6, C, carries -0.430; number 7, C, carries 0.091; number 8, C, carries 1.239; number 9, N, carries -0.473; number 10, N, carries -0.631; number 11, N, carries 0.850; number 12, O, carries -0.448; number 13, O, carries -0.595; number 14, H, carries 0.245; number 15, H, carries 0.355; number 16, H, carries 0.229; number 17, H, carries 0.397; number 18, H, carries 0.416; number 19, H, carries 0.236; number 20, H, carries 0.253

***

# 3
Here is a structure of composition C18H24BrCl30O3PSi2 at a distorted geometry from the OMol25 dataset. Energies are from ωB97M-V/def2-TZVPD.

Element x y z (Å)
C 1.90663 0.24846 6.64528
C 2.10253 0.71986 5.19969
C 3.10702 1.67948 4.81325
C 3.22927 2.09354 3.46624
C 2.36226 1.60961 2.42312
C 1.36787 0.67258 2.79718
C 0.31878 0.07500 1.80314
Si -1.38562 0.74339 2.33545
O -1.86994 2.13078 1.46505
Si -1.68927 3.50817 2.44787
Br -3.08645 3.46127 4.24727
P -3.01417 -0.83413 2.37345
O -3.94809 -0.29811 3.69350
O -2.24009 -2.21469 2.99183
C 1.25707 0.24308 4.16444
H 1.06542 -0.47719 6.71600
H 2.81069 -0.29017 7.01153
H 1.65688 1.07434 7.34669
H 3.78488 2.10380 5.59147
H 4.02914 2.81593 3.19666
H 2.45663 1.95985 1.38045
H 0.40064 -1.03009 1.93360
H 0.57967 0.30600 0.75229
H -1.26250 1.18424 3.74815
H -0.29996 3.68882 2.88623
H -2.15325 4.64791 1.63812
H -3.31107 -0.24382 4.43130
H -1.57157 -1.94676 3.64670
H 0.45759 -0.47119 4.44334
C -4.68431 4.75358 8.01425
Cl -4.90527 3.34450 6.97504
Cl -6.22869 5.27324 8.70763
Cl -3.51807 4.40541 9.29399
H -4.29404 5.56392 7.40870
C -2.20628 -0.89794 -2.02787
Cl -1.59581 -1.16927 -0.38998
Cl -2.19955 -2.40150 -2.94918
Cl -3.82725 -0.20243 -1.97832
H -1.54784 -0.19235 -2.52273
C -8.35138 1.01428 7.45810
Cl -7.85779 2.67403 7.80160
Cl -8.41582 0.06257 8.94573
Cl -9.91415 0.98369 6.63353
H -7.61241 0.56835 6.80131
C -1.37705 -1.80843 -7.23039
Cl -1.18901 -0.68086 -5.88763
Cl 0.17696 -2.53055 -7.66503
Cl -2.55097 -3.06546 -6.82496
H -1.74872 -1.25912 -8.08794
C 5.85862 5.05786 1.02428
Cl 5.24060 6.70575 1.15272
Cl 7.36427 4.88391 1.93388
Cl 4.65249 3.89335 1.59049
H 6.06815 4.85273 -0.01971
C 3.42045 -1.65538 -6.00407
Cl 2.39157 -0.52580 -5.11788
Cl 5.01977 -0.96063 -6.27893
Cl 3.54726 -3.18998 -5.13863
H 2.96208 -1.84563 -6.96814
C -2.82631 -6.88247 -7.28361
Cl -3.80884 -7.30316 -8.69206
Cl -3.66220 -7.31365 -5.78997
Cl -1.24930 -7.67157 -7.36565
H -2.67038 -5.81017 -7.28818
C 6.25489 4.37701 5.50153
Cl 4.62029 4.91458 5.90193
Cl 7.42049 5.00955 6.66784
Cl 6.33314 2.61227 5.43562
H 6.50929 4.76455 4.52165
C -4.64315 -9.11372 -11.79473
Cl -6.07743 -8.09045 -11.93711
Cl -5.04347 -10.79855 -12.14054
Cl -3.36292 -8.54465 -12.86984
H -4.28118 -9.05370 -10.77476
C 7.44486 -0.01959 -9.31860
Cl 6.80431 1.33657 -10.25074
Cl 7.87111 0.49664 -7.68253
Cl 6.28271 -1.34822 -9.27159
H 8.34535 -0.37303 -9.80777

Calculated values
* LUMO level: 0.01 eV
* highest occupied orbital energy: -8.48 eV

Calculated atomic charges, method Mulliken, unit e: number 1, C, carries -1.303; number 2, C, carries -0.055; number 3, C, carries -0.548; number 4, C, carries 0.476; number 5, C, carries -0.243; number 6, C, carries 0.246; number 7, C, carries -0.767; number 8, Si, carries 0.475; number 9, O, carries -0.205; number 10, Si, carries 0.319; number 11, Br, carries -0.076; number 12, P, carries 0.109; number 13, O, carries -0.384; number 14, O, carries -0.487; number 15, C, carries -0.151; number 16, H, carries 0.340; number 17, H, carries 0.314; number 18, H, carries 0.316; number 19, H, carries 0.318; number 20, H, carries -0.073; number 21, H, carries 0.284; number 22, H, carries 0.482; number 23, H, carries 0.531; number 24, H, carries -0.150; number 25, H, carries -0.121; number 26, H, carries -0.173; number 27, H, carries 0.300; number 28, H, carries 0.339; number 29, H, carries 0.052; number 30, C, carries 0.099; number 31, Cl, carries -0.114; number 32, Cl, carries -0.138; number 33, Cl, carries -0.127; number 34, H, carries 0.271; number 35, C, carries 0.057; number 36, Cl, carries -0.125; number 37, Cl, carries -0.109; number 38, Cl, carries -0.129; number 39, H, carries 0.210; number 40, C, carries 0.106; number 41, Cl, carries -0.066; number 42, Cl, carries -0.126; number 43, Cl, carries -0.128; number 44, H, carries 0.203; number 45, C, carries -0.014; number 46, Cl, carries -0.074; number 47, Cl, carries -0.125; number 48, Cl, carries -0.129; number 49, H, carries 0.330; number 50, C, carries -0.115; number 51, Cl, carries -0.122; number 52, Cl, carries -0.131; number 53, Cl, carries -0.053; number 54, H, carries 0.367; number 55, C, carries 0.171; number 56, Cl, carries -0.100; number 57, Cl, carries -0.074; number 58, Cl, carries -0.122; number 59, H, carries 0.120; number 60, C, carries 0.506; number 61, Cl, carries -0.107; number 62, Cl, carries -0.119; number 63, Cl, carries -0.133; number 64, H, carries -0.128; number 65, C, carries 0.558; number 66, Cl, carries -0.118; number 67, Cl, carries -0.142; number 68, Cl, carries -0.110; number 69, H, carries -0.190; number 70, C, carries 0.312; number 71, Cl, carries -0.122; number 72, Cl, carries -0.125; number 73, Cl, carries -0.120; number 74, H, carries 0.055; number 75, C, carries 0.037; number 76, Cl, carries -0.119; number 77, Cl, carries -0.121; number 78, Cl, carries -0.099; number 79, H, carries 0.304

***

# 4
Here is a cluster of 2 separate species, C9H10N3O in total at a distorted geometry from the OMol25 dataset. Energies are from ωB97M-V/def2-TZVPD.

Element x y z (Å)
C 3.68365 0.22961 -0.30659
C 3.27597 1.19069 0.55709
C 2.52657 -0.40498 -0.72422
C -2.36604 -0.97239 0.18512
C -0.75593 0.74624 -0.04186
C -1.32189 -1.88744 0.10620
C -2.07126 0.39855 0.14805
C 0.26173 -0.26927 -0.11175
C -3.19200 1.33584 0.38527
N 1.93299 1.19188 0.74192
N 1.53766 0.16418 -0.01239
N -0.05738 -1.55905 0.26902
O 0.83732 -2.43271 0.54308
H 4.68406 0.03350 -0.64579
H 4.04420 1.89472 0.95794
H 2.13768 -1.17208 -1.41365
H -3.43159 -1.40137 0.13992
H -0.44484 1.76042 0.13456
H -1.32323 -2.92708 -0.08469
H 0.36164 -0.65213 -2.08077
H -3.99976 0.96886 -0.20436
H -2.86427 2.30467 0.03882
H -3.45529 1.45938 1.41908

Calculated values
* total charge: -1
* LUMO level (alpha / beta): 3.55 / 3.55 eV
* highest occupied orbital energy (alpha / beta): -2.11 / -2.11 eV

Calculated atomic charges, method Mulliken, unit e: number 1, C, carries -0.763; number 2, C, carries -0.238; number 3, C, carries -0.139; number 4, C, carries -0.550; number 5, C, carries -0.788; number 6, C, carries -0.571; number 7, C, carries 1.070; number 8, C, carries -1.475; number 9, C, carries -1.477; number 10, N, carries -1.038; number 11, N, carries 1.404; number 12, N, carries 1.290; number 13, O, carries -0.891; number 14, H, carries 0.377; number 15, H, carries 0.326; number 16, H, carries 0.223; number 17, H, carries 0.183; number 18, H, carries 0.395; number 19, H, carries 0.400; number 20, H, carries 0.239; number 21, H, carries 0.382; number 22, H, carries 0.360; number 23, H, carries 0.280

***

Q: Number 2 is which compound?
A: C8H7N3O2